A structure of composition C53H62Cl2Ge2N4O5Zr. Source: the Open Molecules 2025 dataset; level of theory: ωB97M-V/def2-TZVPD.

Results
Orbital gap, eV: 6.4
ΔE to the lowest compared entry with this formula, charge and spin, eV: 0.000
Highest occupied orbital energy, eV: -7.157
Multiplicity: 1
LUMO, hartree: -0.029
Electronic energy, hartree: -7773.495849
Net charge: 0

Structure (XYZ):
```
129
Properties=species:S:1:pos:R:3:mulliken_charge:R:1
Zr -0.3971 0.1896 -0.8332 -1.292
C -2.8596 2.2896 3.6976 -1.452
C -2.0686 2.3889 2.3936 -0.537
Ge -2.5007 1.0172 0.9987 2.468
C -3.9749 1.8938 -0.0323 -0.506
C -5.0452 2.5855 0.8141 -1.354
C -3.6549 -0.2186 2.0968 -1.424
C -3.4884 -1.4621 2.5686 0.338
Ge -1.7869 -2.1943 1.9287 1.119
C -2.2983 -2.3360 -0.0002 1.055
C -2.9404 -3.7161 -0.1698 -1.363
C -1.1234 -3.9708 2.4796 -0.705
C -2.0686 -4.9799 3.1281 -1.366
C -4.4973 -2.0526 3.4848 0.200
C -4.9489 -1.3187 4.5837 -0.193
C -5.9179 -1.8263 5.4374 -0.795
C -6.4602 -3.0825 5.2100 -0.483
C -6.0185 -3.8259 4.1233 -1.038
C -5.0437 -3.3188 3.2785 0.151
H -2.5357 3.0418 4.4234 0.438
H -2.7296 1.3094 4.1616 0.182
H -3.9326 2.4263 3.5490 0.269
H -1.0053 2.3447 2.6352 0.014
H -2.2309 3.3709 1.9339 0.609
H -4.4317 1.1338 -0.6746 0.271
H -3.5620 2.6467 -0.7098 0.139
H -5.4906 1.9253 1.5591 0.257
H -5.8678 2.9607 0.1980 0.440
H -4.6323 3.4420 1.3524 0.239
H -4.5897 0.2613 2.4042 0.559
H -1.5053 -2.2498 -0.7427 -0.466
H -3.0359 -1.5618 -0.1998 0.402
H -2.2446 -4.5330 0.0254 0.179
H -3.3166 -3.8479 -1.1879 0.328
H -3.7920 -3.8395 0.5028 0.346
H -0.2967 -3.7575 3.1629 0.582
H -0.6636 -4.4216 1.5933 0.212
H -2.5666 -4.5689 4.0074 0.346
H -1.5335 -5.8787 3.4455 0.431
H -2.8546 -5.3021 2.4428 0.231
H -4.5219 -0.3400 4.7668 0.323
H -6.2472 -1.2379 6.2849 0.408
H -7.2170 -3.4811 5.8733 0.375
H -6.4357 -4.8069 3.9321 0.409
H -4.7126 -3.9126 2.4366 0.381
Cl -4.2958 2.7763 -6.6903 -0.229
C -3.6129 1.9679 -5.3125 -0.014
C -3.7619 0.5847 -5.1920 -0.486
C -3.2348 -0.0893 -4.1149 0.487
Cl -3.4278 -1.8033 -3.9888 -0.183
C -2.5319 0.5899 -3.0982 -1.178
O -2.0566 -0.0478 -2.0754 0.288
C -2.3808 1.9839 -3.2601 1.906
C -1.6532 2.7539 -2.2877 -1.013
O -1.0031 2.2937 -1.3464 0.500
C -2.9315 2.6691 -4.3518 -1.408
H -4.3012 0.0346 -5.9515 0.490
H -1.6878 3.8463 -2.3954 0.094
H -2.8025 3.7405 -4.4369 0.477
C 1.8562 -1.8149 0.0159 -1.080
O 0.5943 -1.2090 0.1475 1.749
H 2.5846 -1.0993 -0.3847 -0.174
H 1.8169 -2.6613 -0.6725 0.282
H 2.2204 -2.1660 0.9877 0.222
N 0.0820 -2.0258 -4.9136 0.171
C 0.1995 -1.0780 -3.9541 -1.498
N 0.1621 -1.5668 -2.7421 0.659
C -0.0005 -2.9448 -2.9101 0.387
C -0.0841 -3.9751 -1.9708 0.023
C -0.2417 -5.2626 -2.4384 -1.156
C -0.3105 -5.5416 -3.8141 -0.679
C -0.2149 -4.5390 -4.7557 -1.110
C -0.0565 -3.2436 -4.2722 0.522
H 0.0502 -1.8474 -5.9011 0.248
H 0.3135 -0.0250 -4.1801 0.570
H -0.0379 -3.7698 -0.9109 0.434
H -0.3175 -6.0765 -1.7294 0.435
H -0.4380 -6.5654 -4.1402 0.394
H -0.2629 -4.7527 -5.8152 0.439
C 7.6316 0.2169 1.4714 -1.526
C 7.1909 0.1880 0.0330 0.877
C 8.0260 -0.3467 -0.9392 -0.801
C 7.6345 -0.4015 -2.2690 -0.812
C 6.4017 0.1088 -2.6336 -0.668
C 5.5547 0.6476 -1.6714 -0.628
N 4.2990 1.1624 -2.1048 0.446
C 3.9321 2.4881 -1.9964 0.762
C 4.8632 3.4867 -1.6987 -0.522
C 4.4691 4.8134 -1.6278 -0.880
C 3.1544 5.1899 -1.8658 -0.931
C 2.2309 4.2025 -2.1768 -0.395
C 2.5991 2.8687 -2.2299 0.358
C 1.5558 1.8426 -2.5253 0.267
O 0.8056 1.9733 -3.4880 -0.654
O 1.4676 0.8412 -1.6912 -0.607
C 5.9276 0.6782 -0.3262 1.229
C 4.9952 1.2064 0.7247 -0.540
H 8.6884 -0.0325 1.5557 0.409
H 7.0711 -0.5004 2.0766 0.325
H 7.4757 1.1987 1.9219 0.309
H 8.9987 -0.7254 -0.6481 0.373
H 8.2920 -0.8239 -3.0173 0.395
H 6.0743 0.1108 -3.6652 0.509
H 3.5495 0.4948 -2.1966 -0.081
H 5.8969 3.2165 -1.5259 0.542
H 5.2111 5.5663 -1.3906 0.423
H 2.8580 6.2288 -1.8215 0.448
H 1.2000 4.4592 -2.3906 0.469
H 5.3436 2.1550 1.1443 0.426
H 4.9095 0.5027 1.5563 0.638
H 4.0002 1.3768 0.3203 -0.637
C 3.3223 4.2059 3.2522 -1.840
C 2.4492 3.3428 2.3905 0.512
C 2.5881 1.9638 2.3489 -0.842
C 1.7664 1.2119 1.5295 -0.956
N 0.8055 1.7422 0.7696 2.048
C 0.6518 3.0701 0.8282 -0.787
C 1.4473 3.8915 1.6008 -1.205
H 4.1643 3.6449 3.6549 0.375
H 2.7523 4.6080 4.0917 0.373
H 3.7103 5.0511 2.6828 0.408
H 3.3440 1.4614 2.9393 0.667
H 1.8749 0.1393 1.4826 -0.127
H -0.1395 3.4845 0.2255 0.347
H 1.2765 4.9603 1.5798 0.504
C -0.5453 -1.0230 2.8842 -1.301
H -0.5842 0.0299 2.6170 -0.029
H 0.4829 -1.3718 2.7849 0.333
H -0.8628 -1.1286 3.9257 0.698
```